{
  "formula": "C32H43AlBF4N6O4P",
  "method": "the ωB97M-V functional and the def2-TZVPD basis",
  "species": ["Al", "C", "O", "C", "C", "C", "C", "C", "C", "N", "N", "C", "C", "O", "C", "C", "C", "C", "C", "C", "C", "C", "H", "H", "H", "H", "H", "H", "H", "H", "H", "H", "H", "H", "H", "O", "O", "F", "B", "F", "F", "F", "N", "P", "N", "C", "C", "C", "C", "C", "N", "C", "C", "C", "C", "C", "N", "C", "C", "C", "C", "C", "H", "H", "H", "H", "H", "H", "H", "H", "H", "H", "H", "H", "H", "H", "H", "H", "H", "H", "H", "H", "H", "H", "H", "H", "H", "H", "H", "H", "H", "H"],
  "positions_angstrom": [[-0.736906, 0.325963, -0.183123], [0.913403, 0.972778, 2.168006], [0.507526, -0.090175, 1.267830], [1.509912, -1.093358, 0.921417], [2.523036, -1.331168, 1.987871], [3.110434, -2.525603, 2.148338], [2.673361, -3.707165, 1.447115], [1.551568, -3.616000, 0.712624], [0.827785, -2.381304, 0.522716], [-0.424463, -2.559307, 0.136559], [-1.192299, -1.537079, -0.052120], [-2.596870, -1.684472, -0.144064], [-3.199518, -0.451413, 0.071933], [-2.412573, 0.609695, 0.339793], [-4.600790, -0.319512, 0.005960], [-5.365838, -1.410129, -0.284022], [-4.780940, -2.680968, -0.520010], [-5.587857, -3.800643, -0.841677], [-5.037091, -5.026434, -1.080372], [-3.635886, -5.185219, -1.001447], [-2.823909, -4.130176, -0.691056], [-3.370008, -2.838784, -0.444895], [1.091443, 0.546667, 3.149152], [0.081125, 1.663486, 2.211266], [1.796022, 1.473026, 1.779056], [2.901472, -0.465331, 2.511932], [3.926950, -2.606012, 2.857252], [3.184252, -4.649584, 1.589674], [1.095747, -4.493125, 0.267350], [-5.034772, 0.655982, 0.184252], [-6.444673, -1.318944, -0.343472], [-6.662837, -3.661191, -0.896175], [-5.667118, -5.872826, -1.324902], [-3.197471, -6.159094, -1.184874], [-1.755985, -4.266598, -0.623151], [1.704716, 0.564074, -0.839376], [2.362509, -0.491991, -0.131763], [0.004813, 3.910937, -1.397657], [-1.030570, 3.091981, -1.009642], [-0.355776, 2.116633, 0.027547], [-2.040552, 3.727639, -0.366665], [-1.440447, 2.199998, -2.016169], [0.578421, 0.060514, -1.583737], [1.083538, 0.072664, -3.150456], [1.669435, 1.471305, -3.775330], [2.811691, 2.126789, -3.092841], [3.630287, 2.926418, -4.095203], [2.755093, 3.935943, -4.833506], [1.559623, 3.231786, -5.471487], [0.775080, 2.454211, -4.425055], [2.342362, -0.961540, -3.259440], [3.444651, -0.864603, -4.222647], [4.742636, -1.296423, -3.559985], [4.614215, -2.729825, -3.047693], [3.414100, -2.858903, -2.111844], [2.144933, -2.333002, -2.764613], [-0.183632, -0.334143, -4.093277], [-1.496361, -0.820273, -3.624674], [-1.850848, -2.121157, -4.324546], [-1.987949, -1.911955, -5.841906], [-1.121528, -0.739118, -6.317902], [0.154344, -0.640083, -5.500802], [3.418497, 1.372005, -2.595550], [2.416540, 2.791067, -2.315999], [4.084045, 2.242676, -4.821314], [4.446871, 3.426676, -3.569548], [3.338847, 4.465423, -5.588724], [2.390259, 4.687001, -4.124116], [1.905367, 2.548740, -6.256307], [0.892377, 3.957909, -5.941011], [-0.069223, 1.929770, -4.868200], [0.380281, 3.136715, -3.678015], [3.498673, 0.141763, -4.621389], [3.231553, -1.536904, -5.066770], [4.951692, -0.621880, -2.722622], [5.565397, -1.204627, -4.272722], [5.527649, -3.041490, -2.537642], [4.485256, -3.401458, -3.905409], [3.589997, -2.291555, -1.193954], [3.253944, -3.900586, -1.824623], [1.319417, -2.342054, -2.053678], [1.865921, -2.973465, -3.615088], [-2.260002, -0.060442, -3.817204], [-1.451794, -0.971946, -2.556027], [-2.772606, -2.514636, -3.899633], [-1.066293, -2.853173, -4.106209], [-3.030663, -1.721868, -6.102139], [-1.697094, -2.824436, -6.367345], [-1.665892, 0.204191, -6.219186], [-0.865159, -0.844021, -7.372678], [0.802384, 0.146707, -5.894137], [0.716666, -1.581602, -5.562918]],
  "forces_ev_per_a": [[0.1, -0.1, 0.4], [0.0, -0.2, 0.0], [0.3, 0.0, 0.0], [-0.1, 0.1, 0.2], [0.0, 0.0, 0.0], [0.0, -0.1, 0.0], [0.1, 0.1, 0.1], [-0.1, 0.0, 0.0], [0.0, -0.1, 0.0], [0.2, 0.0, 0.0], [-0.2, 0.1, -0.2], [0.2, 0.1, -0.1], [-0.1, 0.0, 0.1], [0.1, 0.0, -0.5], [0.0, 0.0, 0.0], [0.0, 0.0, 0.0], [0.0, 0.0, 0.0], [0.0, 0.0, 0.0], [0.1, 0.0, 0.0], [-0.1, 0.0, 0.0], [0.0, 0.1, -0.1], [0.0, -0.1, 0.0], [0.0, 0.0, 0.0], [0.0, 0.0, 0.0], [0.0, 0.0, 0.0], [0.0, 0.0, 0.0], [0.0, 0.0, 0.0], [0.0, 0.0, 0.0], [0.0, 0.0, 0.0], [0.0, 0.0, 0.0], [0.0, 0.0, 0.0], [0.0, 0.0, 0.0], [0.0, 0.0, 0.0], [0.0, 0.0, 0.0], [0.0, 0.0, 0.0], [-0.1, -0.1, -0.1], [-0.2, 0.1, -0.1], [-0.2, -0.2, -0.1], [0.1, 0.1, -0.2], [-0.2, -0.1, -0.2], [0.2, -0.2, -0.1], [0.1, 0.3, 0.3], [0.0, 0.3, 0.3], [-0.2, 0.1, -0.1], [0.0, 0.2, 0.3], [-0.1, 0.0, -0.1], [0.0, 0.0, -0.1], [0.0, 0.0, 0.0], [0.0, 0.0, 0.0], [0.1, -0.2, -0.1], [0.2, -0.1, 0.0], [-0.2, -0.1, 0.0], [0.0, 0.0, 0.1], [0.0, 0.0, 0.0], [0.0, 0.0, 0.0], [0.0, 0.0, 0.0], [-0.1, -0.3, 0.0], [0.0, 0.2, -0.2], [0.1, 0.0, 0.0], [0.0, 0.0, 0.0], [0.0, 0.0, 0.0], [0.0, 0.0, 0.1], [0.0, 0.0, 0.0], [0.0, 0.0, 0.0], [0.0, 0.0, 0.0], [0.0, 0.0, 0.0], [0.0, 0.0, 0.0], [0.0, 0.0, 0.0], [0.0, 0.0, 0.0], [0.0, 0.0, 0.0], [0.0, 0.0, 0.0], [-0.1, 0.1, 0.2], [0.0, 0.1, 0.0], [0.0, 0.0, 0.0], [0.0, 0.0, 0.0], [0.0, 0.0, 0.0], [0.0, 0.0, 0.0], [0.0, 0.0, 0.0], [0.0, 0.0, -0.1], [0.0, 0.0, 0.0], [0.0, 0.0, 0.0], [0.0, 0.0, 0.0], [0.0, 0.0, 0.0], [0.0, -0.1, 0.3], [-0.1, 0.0, 0.0], [0.0, 0.0, 0.0], [0.0, 0.0, 0.0], [0.0, 0.0, 0.0], [0.0, 0.0, 0.0], [0.0, 0.0, 0.0], [0.0, 0.0, 0.0], [0.0, 0.0, 0.0]],
  "lowdin_charge": [0.0597, 0.0146, -0.0904, -0.3338, -0.0113, -0.0665, -0.0998, -0.0493, -0.1908, 0.1252, 0.0133, -0.1224, -0.2695, 0.0088, 0.0096, -0.0345, -0.1742, -0.0478, -0.0964, -0.0913, -0.0331, -0.0922, 0.1045, 0.1055, 0.1158, 0.1096, 0.1092, 0.0975, 0.1162, 0.1218, 0.1100, 0.1091, 0.0971, 0.0976, 0.0832, -0.1324, -0.0226, 0.1664, -1.0993, 0.1150, 0.2080, 0.1400, -0.0570, 0.7715, -0.1705, -0.1861, -0.1785, -0.1953, -0.1758, -0.1793, -0.1734, -0.1932, -0.1752, -0.1929, -0.1779, -0.1810, -0.1783, -0.1665, -0.1622, -0.1812, -0.1762, -0.1954, 0.1043, 0.1268, 0.1059, 0.1165, 0.1093, 0.1195, 0.1121, 0.1158, 0.1056, 0.1096, 0.0892, 0.1220, 0.1168, 0.1141, 0.1106, 0.1134, 0.1033, 0.1144, 0.0947, 0.1242, 0.1334, 0.0821, 0.1149, 0.1136, 0.1098, 0.1088, 0.1155, 0.1147, 0.1062, 0.1170],
  "relative_energy_kj_mol": 60.40,
  "fmax_ev_per_a": 0.55,
  "e_homo_ev": -6.676,
  "total_charge": 0,
  "homo_lumo_gap_ev": 6.5
}